# C77H168F4N9O8S4Sr

A structure of composition C77H168F4N9O8S4Sr in a non-equilibrium geometry (ωB97M-V/def2-TZVPD, the OMol25 dataset).

Geometry as XYZ:
```
271
Properties=species:S:1:pos:R:3:forces:R:3:mulliken_spin:R:1
Sr 15.19127 7.81475 18.87940 -1.26 1.49 0.54 1.054
C 14.08236 5.57202 24.08319 0.35 0.90 -0.44 -0.003
C 15.59810 5.59625 23.95400 -0.34 -1.65 1.79 -0.017
C 16.17791 4.13044 24.19349 0.08 1.29 -1.27 0.003
C 15.84778 3.28224 22.97637 1.98 -1.44 0.33 0.005
N 16.60709 1.88886 23.11690 0.19 0.88 -0.76 -0.001
C 15.96200 0.94297 24.08050 -0.89 -1.89 -0.75 0.000
C 14.67462 0.39913 23.35530 -0.14 0.32 0.38 0.000
C 14.99320 0.42837 21.82987 1.94 0.77 0.60 -0.001
C 16.44285 1.08664 21.78310 -0.84 0.75 1.11 0.012
C 18.12092 2.15008 23.49708 -0.84 -0.86 -1.62 -0.001
C 18.87965 3.01650 22.45003 0.82 -0.74 0.14 0.008
C 20.28904 2.37174 22.08424 -2.13 0.35 1.58 0.001
H 13.69184 5.43406 25.09144 0.16 0.04 -0.08 0.000
H 13.66963 4.81732 23.41374 -0.20 0.07 0.08 -0.001
H 13.81586 6.55178 23.68675 -0.88 -0.06 0.26 0.002
H 16.09551 6.23363 24.68504 -0.33 0.08 0.24 -0.002
H 15.82548 6.07483 23.00146 0.48 -0.80 -0.32 0.027
H 15.97057 3.55474 25.09554 -0.79 0.82 0.37 0.000
H 17.24813 4.32763 24.25542 0.16 -0.43 -0.35 0.000
H 16.34730 3.76034 22.13377 -0.40 -0.24 -0.33 0.004
H 14.83424 2.96799 22.72720 -0.11 0.61 0.34 -0.002
H 16.53572 0.01716 24.12305 0.93 0.39 0.03 0.000
H 15.85067 1.24010 25.12329 -0.14 0.68 -0.37 0.000
H 14.45293 -0.63491 23.61931 0.34 0.07 0.38 0.000
H 13.81251 0.94444 23.73935 -0.18 0.25 -0.77 0.000
H 15.11624 -0.56077 21.38877 -0.31 -0.17 0.26 0.000
H 14.33899 0.99636 21.16843 -0.19 0.12 0.39 0.001
H 17.29846 0.41636 21.86537 -0.34 -0.30 -0.45 -0.001
H 16.47550 1.74093 20.91193 0.55 0.22 0.24 -0.003
H 18.55261 1.15587 23.38181 -0.05 -0.20 0.51 0.000
H 18.12078 2.43975 24.54788 0.22 0.14 -0.31 0.000
H 19.02406 4.04384 22.78444 -0.29 0.02 -0.20 0.000
H 18.38728 2.94966 21.47988 -0.56 0.53 0.22 -0.003
H 20.84710 2.27564 23.01560 0.59 0.29 -0.36 0.000
H 20.72537 2.98376 21.29484 0.33 -0.45 0.17 0.000
H 19.99952 1.35302 21.82642 0.58 -0.12 -0.69 0.000
C 8.62613 -0.45358 18.83498 0.54 1.54 0.28 0.000
C 9.47015 0.60247 18.12780 1.46 0.08 -1.08 0.000
C 10.74415 0.05467 17.42305 -0.01 1.11 -1.05 0.000
C 11.45288 1.24465 16.73344 -0.37 0.09 -0.42 0.001
N 12.94879 1.08192 16.41312 1.51 -1.14 1.02 -0.001
C 13.65569 0.84198 17.78657 0.32 1.29 -0.28 -0.004
C 14.99919 1.51052 17.60078 0.78 -0.03 -0.37 0.018
C 14.63796 2.80312 16.83485 0.97 -0.02 0.82 -0.038
C 13.60355 2.35897 15.82072 -0.62 0.20 0.84 0.008
C 13.25619 -0.15345 15.51752 -2.22 -0.22 -0.70 0.000
C 12.49537 -0.07967 14.15899 0.02 -0.17 0.90 0.000
C 12.78354 -1.32222 13.28962 -1.02 0.99 0.61 0.000
H 8.27988 -1.18258 18.10233 -0.29 0.02 0.38 0.000
H 7.85881 0.17708 19.28397 -0.69 -0.73 -0.10 0.000
H 9.14329 -0.90508 19.68162 0.14 -0.27 -0.25 0.000
H 9.87786 1.44153 18.69157 -0.47 -0.18 1.04 0.000
H 8.88824 1.13583 17.37611 -0.33 -0.27 -0.22 0.000
H 10.44147 -0.65041 16.64887 0.38 -0.68 0.43 0.000
H 11.46553 -0.25760 18.17817 -0.35 -0.89 -0.06 0.000
H 11.31894 2.03780 17.46902 0.81 0.45 -0.39 0.000
H 11.04358 1.59184 15.78474 -0.48 -0.22 0.17 -0.001
H 13.66908 -0.19468 18.12310 -0.11 0.01 -0.56 -0.001
H 13.14448 1.44612 18.53608 -0.43 -0.09 -0.14 0.000
H 15.67442 0.84923 17.05777 0.02 0.00 -0.46 0.002
H 15.52914 1.69811 18.53463 -0.32 0.26 0.19 -0.003
H 15.45396 3.36973 16.38627 0.45 -0.65 -0.43 0.004
H 14.36064 3.54310 17.58560 -1.07 -0.30 -0.04 0.029
H 14.06111 2.14095 14.85574 -0.18 -0.33 0.14 0.004
H 12.84192 3.12913 15.69875 -0.20 -0.25 -0.09 0.002
H 12.81276 -0.98812 16.06048 -0.19 0.03 0.10 0.000
H 14.26394 -0.52383 15.32949 0.66 1.29 0.57 0.000
H 12.66263 0.84445 13.60570 0.39 0.14 0.05 0.000
H 11.44579 -0.04493 14.45101 -0.17 -0.16 -0.40 0.000
H 12.31161 -2.16583 13.79331 0.61 -0.36 -0.06 0.000
H 13.85447 -1.40905 13.10608 -0.15 -0.40 -0.11 0.000
H 12.20812 -1.20941 12.37079 0.37 -0.07 -0.21 0.000
C 20.98933 7.47006 20.24494 0.11 -1.34 -0.01 0.016
C 21.19949 8.87840 19.80786 0.40 1.18 -0.10 -0.036
C 21.17392 9.92107 20.95361 -0.88 -0.01 0.53 -0.019
C 21.74732 11.29048 20.63399 2.40 0.50 -0.90 0.004
N 21.54955 12.51029 21.59347 -0.72 -2.90 0.03 0.000
C 22.08395 12.03903 22.98652 0.76 -0.95 -0.73 0.000
C 22.71230 13.22617 23.72700 -0.60 -0.81 -0.36 0.000
C 22.37399 14.35566 22.76009 0.18 1.42 1.87 0.000
C 22.39859 13.82813 21.39019 -1.10 -1.25 -0.72 0.000
C 19.99036 12.71458 21.62165 1.84 1.17 0.82 -0.006
C 19.41446 12.86984 20.25885 -0.66 1.80 -0.16 -0.006
C 18.10614 13.69714 20.35636 -0.56 -1.61 -0.23 -0.003
H 21.83050 6.96720 20.72209 0.27 0.46 0.24 0.000
H 20.83035 6.88338 19.34016 -0.27 -0.10 0.16 -0.011
H 20.13814 7.32344 20.90983 -0.18 0.15 -0.09 0.008
H 20.40103 9.08352 19.09478 -0.14 0.41 -0.07 0.041
H 22.11834 8.92597 19.22343 0.27 0.16 0.08 0.000
H 21.66504 9.49691 21.82939 -0.04 0.00 0.06 0.000
H 20.11580 10.04410 21.18454 -0.14 -0.13 0.36 0.008
H 21.55667 11.50046 19.58153 -0.70 0.80 0.22 0.000
H 22.82965 11.16996 20.58749 0.25 0.04 0.28 0.000
H 21.33254 11.42547 23.48355 -0.24 0.56 0.06 0.000
H 22.89478 11.34368 22.76943 -0.11 -0.12 -0.29 0.000
H 22.32566 13.19361 24.74560 -0.25 0.94 -0.14 0.000
H 23.79007 13.11489 23.84582 -0.02 -0.17 -0.31 0.000
H 21.36585 14.72162 22.95458 0.18 0.38 0.24 0.000
H 23.08797 15.17328 22.85929 -0.25 0.20 0.00 0.000
H 21.90023 14.51036 20.70150 0.02 -0.33 -0.21 0.000
H 23.40752 13.59154 21.05225 -0.20 -0.43 -0.16 0.000
H 19.97787 13.61475 22.23616 -0.88 0.13 -0.26 0.001
H 19.43747 11.94670 22.16274 0.74 -0.27 0.22 0.001
H 19.18555 11.91550 19.78457 0.20 -0.01 0.03 0.014
H 20.06716 13.47106 19.62589 0.29 -0.34 -0.20 -0.001
H 17.56354 13.43403 19.44837 -0.11 0.79 -0.22 0.002
H 18.17067 14.77006 20.53741 0.32 -0.20 -0.20 0.000
H 17.46270 13.25097 21.11466 0.01 0.18 0.38 0.001
C 14.98497 7.01336 13.55520 -0.74 -0.16 0.76 -0.069
C 14.05436 5.82367 14.00628 0.84 -0.59 -0.65 -0.051
C 13.99974 4.66284 12.98447 -2.05 -0.05 -1.38 0.024
C 13.41213 5.12637 11.63657 1.73 -1.68 -1.36 0.002
N 13.72091 4.01843 10.48820 0.52 -0.65 0.46 -0.001
C 12.83959 4.15169 9.22950 0.77 0.57 -0.40 0.000
C 12.64447 2.76805 8.54769 0.54 1.29 0.24 0.000
C 13.19879 1.83166 9.57391 0.19 -1.45 0.54 0.000
C 13.37767 2.56027 10.87236 -0.40 1.89 0.39 0.000
C 15.22561 3.93591 10.16719 -0.39 1.55 -1.28 0.001
C 15.95514 5.26286 9.77623 1.79 -0.60 0.14 0.001
C 17.31496 4.99023 9.00498 -1.30 -0.76 0.62 0.000
H 15.47816 7.40398 14.44531 0.32 -0.04 -0.19 0.070
H 14.38620 7.84657 13.18732 -0.28 -0.08 0.04 -0.003
H 15.69423 6.85126 12.74356 0.23 -0.61 0.24 0.003
H 13.10997 6.28032 14.30240 -0.33 -0.45 -0.46 -0.018
H 14.35237 5.25064 14.88429 0.64 0.76 0.50 0.057
H 13.31105 3.84273 13.18753 -0.18 0.09 1.23 0.000
H 14.92500 4.10360 12.84577 0.54 0.72 0.06 0.001
H 13.98780 6.00301 11.33958 -0.67 0.15 -0.50 -0.002
H 12.32596 5.21292 11.60765 0.21 0.37 0.20 0.000
H 13.42820 4.85699 8.64282 -0.83 0.26 -0.33 0.000
H 11.83368 4.47153 9.50141 0.45 0.70 0.29 0.000
H 13.22765 2.68660 7.63044 -0.38 0.09 -0.08 0.000
H 11.58004 2.63112 8.35708 0.22 -0.08 -0.16 0.000
H 14.17590 1.46267 9.26211 -0.18 -0.35 -0.05 0.000
H 12.52334 0.99499 9.75242 0.27 -0.24 -0.11 0.000
H 14.20356 2.16786 11.46567 -0.55 -0.07 0.40 0.000
H 12.43921 2.76814 11.38634 -0.07 -0.97 0.44 0.000
H 15.29350 3.30629 9.28003 -0.09 -0.20 0.11 0.000
H 15.68610 3.40075 10.99766 0.16 0.35 -0.08 -0.001
H 16.38993 5.78570 10.62810 -0.90 0.18 0.52 0.000
H 15.41691 5.98987 9.16808 -0.54 -0.35 0.16 0.000
H 17.76764 5.96106 8.80336 0.04 -0.34 -0.42 0.000
H 17.14732 4.34141 8.14531 0.10 0.54 -0.43 0.000
H 17.98671 4.40405 9.63208 0.13 0.12 0.27 0.000
C 22.38606 -1.46062 21.10726 -0.46 -1.20 -1.42 0.000
C 22.13757 -2.73679 20.27010 0.62 -0.69 0.82 0.000
C 20.69101 -3.05164 19.89254 -0.26 1.87 0.62 0.000
C 20.23326 -2.17175 18.70541 -0.19 -0.86 0.71 0.000
N 18.72214 -1.82244 18.71391 -1.00 0.28 -1.75 0.001
C 18.30272 -0.62811 19.60093 1.23 -0.26 0.22 -0.001
C 18.87163 0.66678 18.94470 -2.22 -2.10 -0.75 -0.002
C 18.67549 0.28739 17.41601 0.27 0.62 -0.30 0.001
C 18.40806 -1.25889 17.23775 1.82 0.83 1.73 0.000
C 17.81665 -3.02951 19.04790 0.49 1.32 -0.04 0.000
C 18.00592 -4.23543 18.13855 -0.14 -0.02 0.08 0.000
C 17.12786 -5.43477 18.51768 0.03 -0.08 -0.01 0.000
H 21.64896 -1.44029 21.90998 0.16 0.31 0.11 0.000
H 22.27509 -0.63960 20.39893 0.29 0.65 0.61 0.000
H 23.39425 -1.61132 21.49322 -0.09 0.81 0.09 0.000
H 22.51601 -3.52124 20.92549 -0.32 -0.44 -0.17 0.000
H 22.81105 -2.79910 19.41534 -0.05 0.23 -0.22 0.000
H 20.09675 -2.61798 20.69685 -0.12 -0.51 0.66 0.000
H 20.52298 -4.12828 19.86606 -0.25 0.21 -0.56 0.000
H 20.47470 -2.72222 17.79613 -0.33 0.44 -0.25 0.000
H 20.74013 -1.20747 18.74231 0.11 -0.14 -0.14 0.000
H 17.21923 -0.62042 19.71963 -0.24 0.02 -1.11 0.000
H 18.51834 -0.77374 20.65941 1.14 -0.35 -0.13 0.000
H 18.14372 1.41526 19.25777 0.62 0.60 -0.15 0.004
H 19.91243 0.89190 19.17740 -0.31 0.03 0.15 -0.001
H 17.93632 0.84448 16.84037 -0.81 0.02 0.79 0.000
H 19.52574 0.75520 16.91970 0.72 -1.10 -0.24 0.000
H 17.41216 -1.51142 16.87373 -0.06 0.04 0.60 0.000
H 19.14340 -1.75015 16.60055 -0.24 0.13 -0.06 0.000
H 16.84152 -2.54397 19.00923 -0.36 -0.56 -0.28 0.000
H 18.01521 -3.15170 20.11268 0.05 -0.80 -0.07 0.000
H 19.04240 -4.57123 18.17079 0.04 0.28 -0.11 0.000
H 17.72634 -4.01086 17.10923 0.41 0.46 -0.07 0.000
H 17.73957 -6.33387 18.44338 -0.19 -0.04 0.40 0.000
H 16.32410 -5.58499 17.79692 -0.14 0.19 0.22 0.000
H 16.71280 -5.30506 19.51719 -0.01 -0.40 0.00 0.000
C 17.41304 8.65101 9.60949 0.83 -0.20 0.63 0.000
C 18.29516 8.13951 10.82265 -1.68 -1.60 -1.72 -0.002
C 18.88257 9.23669 11.55667 0.50 1.70 2.79 0.001
C 19.72947 8.66394 12.71310 2.01 0.74 -0.74 -0.007
N 20.61120 9.63084 13.54855 0.79 -0.36 2.08 0.002
C 21.44337 8.69281 14.49803 -0.54 0.41 2.19 0.000
C 21.09812 9.11308 16.02230 0.60 -0.03 -1.05 0.001
C 19.73146 9.75008 15.93598 -0.15 0.30 -1.78 -0.030
C 19.81291 10.50624 14.56177 -1.10 0.25 -0.32 0.007
C 21.61088 10.44112 12.69060 -0.50 0.69 -1.15 0.000
C 22.72356 11.30800 13.30912 0.57 -0.27 1.72 0.000
C 23.56545 12.09355 12.33351 0.26 0.13 -1.81 0.000
H 18.10612 9.02611 8.85645 -0.07 -0.24 -0.24 0.000
H 16.78634 9.51498 9.83059 0.03 -0.07 0.56 0.000
H 16.74459 7.90875 9.17323 0.31 -0.11 0.03 0.000
H 19.07432 7.44168 10.51602 0.25 0.13 -0.75 0.000
H 17.76978 7.49873 11.53081 -0.76 0.07 0.07 0.001
H 18.10503 9.75394 12.11878 -0.41 0.43 -0.43 0.000
H 19.32960 9.97746 10.89369 0.54 -0.15 0.23 0.000
H 20.52783 8.01917 12.34569 -0.13 -0.25 -0.49 0.000
H 19.17299 8.03260 13.40580 -0.35 0.46 0.14 0.006
H 22.51326 8.70719 14.29009 -0.23 0.39 -0.23 0.000
H 21.12327 7.65358 14.42286 -0.31 0.18 -0.50 0.000
H 21.80004 9.85051 16.41170 0.22 0.01 -0.27 -0.001
H 21.12922 8.26172 16.70224 0.01 -0.11 -0.30 0.001
H 19.41850 10.37324 16.77373 0.43 0.31 -0.15 0.000
H 18.92365 9.02317 15.85151 0.17 -0.28 -0.07 0.032
H 20.18701 11.52973 14.53705 0.86 -0.32 0.46 0.000
H 18.81713 10.70176 14.16392 -0.14 -0.55 -0.27 0.002
H 21.02758 11.03432 11.98634 -0.39 0.26 0.36 0.000
H 22.09043 9.74531 12.00214 0.09 -0.48 0.32 0.000
H 23.39447 10.64835 13.85944 0.17 -0.28 -0.08 0.000
H 22.50186 12.04516 14.08082 -1.16 -0.16 0.07 0.000
H 23.06512 12.94194 11.86663 -0.48 -0.12 0.08 0.000
H 23.90411 11.47046 11.50576 0.03 -0.13 -0.11 0.000
H 24.47809 12.55215 12.71415 -0.14 -0.39 0.69 0.000
C 20.60632 -1.61886 13.70958 -0.27 1.35 -1.46 0.000
C 21.41432 -1.00675 12.52336 1.19 -0.66 0.96 0.000
C 21.79986 0.48763 12.61150 -0.60 -1.14 0.03 0.001
C 20.66941 1.41464 12.34805 -0.14 2.75 -0.08 0.001
N 21.19536 2.93692 12.43041 -1.97 -0.18 0.28 -0.002
C 19.98563 3.93967 12.25708 0.19 -0.60 -0.58 0.003
C 19.29622 4.14843 13.62675 -0.77 0.69 -1.57 -0.016
C 20.28003 3.60414 14.54749 0.99 -0.63 2.96 0.001
C 21.53172 3.35018 13.81915 2.04 -0.76 -0.36 0.001
C 22.36115 3.15442 11.50466 -1.19 1.45 -2.39 0.000
C 21.96722 3.00335 9.92642 1.97 -0.90 0.99 0.000
C 23.19930 3.29739 9.01967 0.65 0.08 0.09 0.000
H 19.65412 -1.08842 13.71500 -0.55 -0.47 0.19 0.000
H 21.05699 -1.41545 14.68099 0.39 -0.27 -0.10 0.000
H 20.49894 -2.67920 13.48100 -0.23 0.09 0.47 0.000
H 21.06117 -1.29411 11.53301 -0.51 0.16 0.13 0.000
H 22.35857 -1.54570 12.60100 0.29 0.13 -0.28 0.000
H 22.60514 0.66265 11.89807 0.07 -0.04 0.29 0.000
H 22.08614 0.66981 13.64734 0.62 -0.06 -0.09 0.000
H 19.88553 1.39767 13.10525 -0.03 -0.25 -0.03 -0.003
H 20.20443 1.43184 11.36235 0.17 -0.57 -0.01 0.001
H 20.51274 4.86449 12.02265 -0.30 -0.02 -0.50 0.000
H 19.28737 3.61016 11.48770 0.49 0.06 -0.28 0.000
H 19.12436 5.21889 13.73948 0.16 0.06 0.11 0.004
H 18.31924 3.71321 13.83696 -0.02 -0.27 -0.75 0.000
H 20.53894 4.31379 15.33328 -0.31 -0.30 0.41 0.000
H 19.93736 2.67249 14.99773 -0.14 0.13 0.27 0.000
H 22.11959 4.26639 13.76372 0.12 -0.03 -0.28 0.000
H 22.18038 2.57449 14.22615 -0.04 0.24 0.31 0.000
H 23.22210 2.56115 11.81269 -0.36 -0.24 -0.19 0.000
H 22.66299 4.19225 11.64575 -0.02 0.11 0.13 0.000
H 21.13780 3.59270 9.53550 -0.15 0.21 0.72 0.000
H 21.71902 1.94995 9.79657 -0.15 -0.04 -0.18 0.000
H 23.14117 2.87756 8.01544 -0.68 0.10 0.01 0.000
H 24.16059 2.89039 9.33331 -0.19 -0.41 0.71 0.000
H 23.45411 4.35128 8.90792 -0.54 0.20 0.04 0.000
N 13.39226 6.09611 19.16548 -3.58 0.00 -4.81 -0.108
S 13.24454 4.97260 20.15443 1.51 -3.14 10.40 0.119
O 13.96021 3.75522 19.93698 -0.99 -1.23 -1.21 -0.012
O 12.14344 5.00663 21.16476 2.35 -0.32 -3.71 -0.005
F 14.41375 5.68500 20.92136 2.26 1.13 2.78 -0.059
S 12.00013 5.60131 18.42334 -4.94 0.69 -5.37 0.010
O 10.84641 6.33501 18.83002 1.28 -0.48 0.12 -0.001
O 11.76509 4.17441 18.03920 1.73 2.84 1.52 0.013
F 12.38112 6.22496 16.99930 0.30 -0.01 0.04 0.006
N 17.02355 6.43487 18.44564 1.91 -3.27 1.69 0.205
S 18.04732 6.21270 17.31081 3.11 1.77 -6.25 -0.238
O 18.08462 4.91323 16.67934 -1.07 0.53 0.58 -0.009
O 19.34765 6.80886 17.42741 -0.98 0.24 0.37 0.035
F 17.33303 7.21846 16.21115 0.10 -1.00 0.87 -0.030
S 17.71450 5.16164 19.39574 1.93 -4.16 4.33 -0.213
O 19.21209 5.01076 19.48480 -4.50 0.88 -0.86 0.013
O 16.97448 3.87782 19.48360 1.00 3.17 -1.06 0.121
F 17.35532 5.85818 20.76637 -0.17 0.21 -0.31 0.018
```
Positions in Å, forces in eV/Å.

Results
* expectation value of S²: 0.75
* HOMO level (alpha / beta): -14.462 / -20.037 eV
* spin multiplicity: 2
* LUMO (alpha / beta): -10.551 / -10.557 eV
* HOMO-LUMO gap (alpha / beta): 3.91 / 9.48 eV
* net charge: +6